No. 1
Computed, not measured: a molecular structure, C23H31N2O3SV in a non-equilibrium geometry, with ωB97M-V/def2-TZVPD.

Geometry as XYZ:
```
61
Properties=species:S:1:pos:R:3:forces:R:3:mulliken_spin:R:1
V -0.5661 -0.1977 0.3789 0.26 0.22 -2.05 1.27
S -1.5612 1.6326 -0.5607 0.09 0.25 0.19 -0.06
O -1.9656 -1.3006 0.3177 -1.96 -1.70 0.06 0.00
O -1.3329 0.3317 2.4213 0.28 0.20 -0.31 0.02
O 0.6600 0.5015 1.5361 0.04 0.77 1.14 0.04
N 0.5961 -0.8159 -0.8616 0.67 -0.29 -0.22 -0.26
N -3.6449 -2.1915 1.5013 -0.32 -0.33 0.58 0.01
C 3.0300 -0.5973 -0.5279 0.12 -0.22 0.38 -0.02
C -0.5994 2.5497 1.8842 0.05 -0.07 0.04 0.02
C 1.8220 -0.0371 -0.9250 -0.32 -0.19 -0.02 0.00
C 1.5550 -2.1212 -2.7648 -0.02 -0.04 -0.15 0.00
C 2.8338 3.5397 -1.6577 0.00 -0.09 0.00 0.00
C 4.1876 0.1628 -0.5031 0.11 0.02 0.01 0.01
C -1.1686 2.8878 0.6555 -0.01 -0.11 -0.04 0.00
C -2.7417 -2.6104 2.5888 -0.21 -0.06 -0.12 0.00
C -1.4315 4.2242 0.3865 -0.02 0.09 -0.02 0.00
C -5.0678 -2.5406 1.6873 0.14 0.00 0.05 0.00
C 0.6024 -2.1645 -1.5652 0.02 0.24 -0.12 0.05
C -3.2289 -1.5428 0.4587 0.85 0.43 -0.09 0.01
C -4.1291 -1.0536 -0.6131 0.00 0.01 -0.15 0.00
C -0.2863 3.5091 2.8322 0.01 -0.01 0.02 0.00
C 2.9233 2.0801 -1.2830 0.03 0.12 -0.02 0.00
C 1.0120 -3.2831 -0.5882 0.07 0.03 -0.01 -0.02
C -0.7941 -2.4656 -2.1362 0.05 0.08 0.08 -0.01
C -0.4137 1.0866 2.0557 0.44 0.36 1.17 -0.05
C 4.1174 1.5061 -0.8746 0.04 0.01 0.00 -0.02
C -1.1203 5.1920 1.3335 0.01 -0.03 0.00 0.00
C 1.7786 1.2876 -1.3144 -0.10 0.13 -0.26 -0.01
C -0.5468 4.8415 2.5501 -0.02 0.03 -0.05 0.00
C 5.4963 -0.4646 -0.0926 -0.06 0.04 0.00 0.00
H 2.2689 3.6777 -2.5825 0.04 -0.03 0.06 0.00
H -5.1403 -3.1572 2.5772 0.00 0.00 0.00 0.00
H -3.1852 -2.3141 3.5356 -0.04 0.02 0.01 0.00
H 2.0877 -3.4642 -0.6011 -0.06 0.04 0.02 0.00
H -5.1589 -1.3656 -0.4971 -0.03 0.01 -0.01 0.00
H 1.6669 -3.1409 -3.1373 -0.03 0.03 -0.05 0.00
H -0.3026 5.6043 3.2778 -0.02 -0.02 -0.03 0.00
H 5.0177 2.1126 -0.8441 -0.05 -0.04 0.00 0.00
H 2.3201 4.1039 -0.8741 0.03 -0.03 -0.03 0.00
H -0.6891 -3.2354 -2.9000 0.00 -0.01 -0.01 0.00
H 3.0731 -1.6318 -0.1996 -0.01 0.15 -0.04 0.00
H 0.8522 1.7107 -1.6730 -0.07 0.03 0.05 0.01
H 3.8225 3.9781 -1.7926 -0.03 -0.03 0.01 0.00
H 6.2553 0.2925 0.0980 -0.02 0.00 0.00 0.00
H -2.6297 -3.6932 2.5658 -0.03 -0.03 -0.01 0.00
H 0.5185 -4.2159 -0.8672 0.05 0.02 -0.03 0.00
H -4.0698 0.0374 -0.6215 0.02 0.00 0.02 0.00
H -1.2209 -1.5779 -2.6077 0.02 -0.02 0.01 0.00
H 0.1547 3.2202 3.7792 -0.02 0.01 -0.07 0.00
H 5.8729 -1.1212 -0.8797 -0.01 0.01 0.00 0.00
H -1.3258 6.2327 1.1160 0.01 -0.04 0.00 0.00
H 2.5447 -1.7363 -2.5266 -0.12 -0.14 -0.02 0.00
H -5.6717 -1.6472 1.8311 0.03 0.03 0.00 0.00
H 5.3810 -1.0666 0.8100 -0.01 0.02 -0.02 0.00
H 0.7286 -3.0447 0.4370 -0.09 -0.02 0.04 0.00
H 1.1349 -1.5084 -3.5670 0.05 -0.01 0.06 0.00
H -1.8765 4.5034 -0.5612 0.03 0.00 0.04 0.00
H -1.4826 -2.8498 -1.3876 0.02 0.04 0.05 0.00
H -5.4441 -3.1127 0.8447 0.02 -0.02 -0.06 0.00
H -1.7799 -2.1355 2.4984 0.13 0.11 -0.07 0.00
H -3.7386 -1.4016 -1.5707 -0.02 0.00 0.02 0.00
```
Forces are in eV/Å.

## Properties
E_LUMO (alpha / beta): -3.97 / -3.33 eV
2S+1: 2
total charge: +1
electronic energy: -2572.2959 hartree
<S²>: 0.855
gap between HOMO and LUMO (alpha / beta): 6.73 / 7.54 eV

No. 2
Computed, not measured: a molecular structure, C23H31N2OS2SiW, with ωB97M-V/def2-TZVPD.

Geometry as XYZ:
```
61
Properties=species:S:1:pos:R:3:forces:R:3:mulliken_spin:R:1
W -0.7405 -0.3509 -0.2930 0.28 0.03 -0.14 1.85
S 1.8186 -0.8711 -2.0858 0.05 0.05 -0.12 0.01
S -2.0088 -2.3821 0.2614 -0.05 0.01 0.01 -0.03
Si -3.4204 1.8900 0.8284 -0.02 0.00 0.03 0.01
O 0.7588 -1.4417 -1.0253 -0.13 -0.09 0.17 0.01
N -1.9678 1.0806 0.9061 -0.05 -0.02 0.03 0.01
N -0.3404 -0.1040 1.8151 -0.01 0.04 0.01 -0.05
C -1.0514 -3.8067 -0.3061 0.01 -0.01 0.01 0.02
C 1.4217 0.8540 -1.9083 -0.03 0.05 -0.01 0.02
C -1.2164 0.8880 2.0727 -0.04 -0.05 0.03 0.06
C -4.1868 2.2952 -0.7784 0.08 0.07 -0.01 0.00
C -3.4811 -2.5311 -0.7747 -0.01 0.01 -0.02 0.02
C 0.6659 2.7120 -0.5748 -0.01 0.05 0.03 0.02
C 0.4770 3.4523 -1.7370 0.02 -0.04 -0.02 0.00
C 3.4185 -1.1654 -1.4863 0.01 0.02 0.08 0.00
C 0.7688 2.8938 -2.9743 -0.01 0.01 0.05 -0.01
C 1.2248 1.5797 -3.0679 0.04 -0.01 -0.07 0.03
C 1.3904 -1.7320 2.4047 0.00 0.00 0.00 0.02
C -0.3442 1.0832 4.2605 0.01 0.00 -0.02 0.03
C 5.4523 -2.3464 -1.9615 -0.02 0.00 0.00 0.00
C 1.1445 1.4042 -0.6421 0.00 -0.05 -0.05 0.08
C 0.5145 -0.5713 2.7505 0.01 0.01 0.01 0.00
C -4.2975 2.4006 2.3485 -0.08 -0.03 -0.03 0.00
C -1.2261 1.5405 3.2895 -0.01 0.01 0.01 -0.02
C 3.9761 -0.6048 -0.3301 -0.02 0.01 -0.01 0.00
C 4.1456 -2.0339 -2.3044 0.00 -0.04 -0.04 0.00
C 0.5136 0.0211 4.0005 -0.01 0.01 -0.01 -0.01
C -1.8967 0.2462 -1.9221 -0.07 -0.04 -0.03 -0.05
C 6.0098 -1.7964 -0.8189 -0.01 0.02 0.02 0.00
C 5.2740 -0.9303 -0.0046 0.03 -0.01 0.00 0.00
H -3.2234 -2.5170 -1.8308 0.01 0.00 0.00 0.00
H -0.8957 -3.7642 -1.3810 -0.01 0.00 0.00 0.00
H -4.0098 3.4130 2.6502 0.03 0.00 0.00 0.00
H -5.3675 2.4373 2.1258 0.00 0.01 0.00 0.00
H -1.6846 1.2474 -2.3046 0.01 0.01 0.01 0.01
H -2.9678 0.0554 -1.9621 0.00 0.01 0.03 0.02
H 1.4175 1.1369 -4.0376 0.00 0.00 0.00 0.00
H 0.6340 3.4761 -3.8765 0.00 -0.01 -0.01 0.00
H 5.7314 -0.5039 0.8776 0.00 0.00 0.00 0.00
H 2.2924 -1.7316 3.0128 0.00 0.00 0.01 0.00
H -3.9605 -3.4725 -0.5121 0.00 0.00 0.01 0.00
H -1.8793 2.3768 3.4865 0.00 0.00 0.00 0.00
H -0.0986 -3.8017 0.2173 0.00 0.00 0.00 0.00
H 1.6769 -1.7315 1.3523 -0.01 0.00 0.00 0.00
H 3.4255 0.0793 0.2996 -0.02 0.03 -0.02 0.00
H 6.0288 -3.0124 -2.5880 0.00 0.00 0.00 0.00
H 0.8605 -2.6650 2.6148 0.00 0.00 -0.01 0.00
H -3.4573 2.5199 -1.5533 0.00 -0.01 -0.01 0.00
H 0.1289 4.4749 -1.6794 0.00 0.00 0.02 0.00
H -0.3272 1.5627 5.2306 0.01 -0.01 0.01 0.00
H -4.8358 1.4922 -1.1373 -0.03 -0.01 0.03 0.00
H 3.6990 -2.4523 -3.1981 0.00 0.00 -0.01 0.00
H -4.1364 1.7224 3.1863 0.03 0.02 0.01 0.00
H 7.0316 -2.0336 -0.5536 0.00 0.00 0.00 0.00
H 1.4626 0.9096 0.2703 0.05 0.00 0.02 -0.06
H 1.1881 -0.3431 4.7624 0.00 0.00 0.01 0.00
H -1.4366 -0.4770 -2.6300 0.01 0.00 0.01 -0.01
H -1.6137 -4.6966 -0.0292 0.00 0.00 -0.01 0.00
H -4.8178 3.1742 -0.6224 -0.04 -0.02 -0.01 0.00
H 0.4892 3.1624 0.3940 0.00 0.00 0.00 0.00
H -4.1513 -1.7116 -0.5268 0.00 0.00 0.00 0.00
```
Forces are in eV/Å.

## Properties
E_LUMO (alpha / beta): -9.46 / -9.78 eV
2S+1: 3
total charge: +3
electronic energy: -2231.7877 hartree
<S²>: 2.017
gap between HOMO and LUMO (alpha / beta): 7.82 / 7.87 eV

No. 3
Computed, not measured: C23H31N3O5S in the gas phase in a non-equilibrium geometry, with ωB97M-V/def2-TZVPD.

Geometry as XYZ:
```
63
Properties=species:S:1:pos:R:3:forces:R:3:nbo_charge:R:1
S -1.3223 0.1023 -3.3970 -0.40 -0.30 -0.18 2.31
O -2.5288 0.6705 -3.9153 -0.13 -0.25 0.26 -0.93
O 2.3898 -0.6442 -0.0713 0.19 0.03 -0.36 -0.59
O 2.5909 0.5026 3.0488 0.28 0.26 -0.15 -0.49
O 0.8304 -0.3830 4.1131 0.03 -0.11 0.11 -0.64
O -0.0766 0.7337 -3.6957 0.28 -0.26 0.29 -0.93
N 0.5941 -0.7597 1.3386 -0.30 -0.09 0.33 -0.62
N -1.2934 -1.4916 -3.9506 -0.66 1.31 -0.22 -0.85
N -0.5259 -3.3270 -2.8755 -0.44 0.47 -0.12 -0.46
C -1.6110 3.1031 4.3688 0.03 0.01 0.03 -0.41
C 0.5649 2.7341 3.4339 0.11 -0.16 0.09 -0.21
C -1.4703 2.8114 2.0235 -0.01 -0.16 -0.06 -0.41
C -1.4978 -0.1494 -1.6333 -0.05 0.19 -0.44 -0.24
C 0.4323 -4.3427 -2.5316 0.20 -0.21 0.23 -0.24
C -2.8978 -0.5883 0.2387 0.08 -0.01 -0.08 -0.19
C 2.7216 -3.2245 -2.7471 -0.10 0.23 0.25 -0.40
C -1.1156 4.4240 3.7849 -0.03 0.31 0.08 -0.21
C -0.3615 -0.2967 -0.8692 0.31 0.05 0.04 -0.25
C 0.4016 4.2182 3.8288 -0.05 0.14 -0.04 -0.40
C -0.4952 -0.6066 0.4819 -0.27 0.05 -0.42 0.15
C 1.5668 0.5543 3.9014 -0.19 0.06 0.42 0.83
C 2.7946 -0.6960 2.3025 0.03 -0.40 -0.20 -0.17
C -0.2337 -2.3382 -3.6066 0.63 -0.59 0.28 0.44
C 1.6851 -3.8373 -1.8100 0.00 -0.15 -0.27 -0.41
C 1.0696 -1.9902 -4.2697 0.30 0.06 0.11 -0.50
C 1.3920 1.9344 4.4607 -0.05 0.00 -0.26 -0.49
C 2.2805 -1.8904 -3.3404 0.02 -0.21 -0.14 -0.38
C -1.7731 -0.7512 1.0252 0.12 0.01 -0.07 -0.22
C -2.7661 -0.2920 -1.1091 -0.19 0.06 -0.07 -0.23
C -1.5831 4.3204 2.3271 -0.05 0.19 -0.01 -0.41
C -0.8920 2.2482 3.3258 -0.04 -0.27 -0.17 -0.22
C 1.9171 -0.6999 1.0381 0.21 -0.04 0.67 0.66
H 0.7790 4.3972 4.8363 0.06 0.01 0.06 0.20
H -1.2699 2.9291 5.3873 0.01 -0.01 0.13 0.20
H 2.0736 -1.1912 -2.5313 0.04 0.07 0.02 0.22
H 3.6433 -3.0593 -2.1848 0.06 -0.04 -0.06 0.21
H 0.8670 1.8784 5.4132 0.03 -0.04 0.01 0.23
H -2.4483 2.3746 1.8196 -0.01 -0.02 -0.03 0.21
H 3.1088 -1.4783 -3.9210 -0.03 0.07 0.02 0.21
H -0.8319 2.6028 1.1652 0.01 -0.06 -0.05 0.21
H 0.6038 -0.1535 -1.3229 0.11 -0.03 0.07 0.27
H -3.6191 -0.1559 -1.7537 -0.17 0.00 -0.01 0.24
H 2.9442 -3.9313 -3.5516 0.07 -0.04 -0.03 0.19
H 2.5677 -1.5680 2.9263 0.07 0.12 -0.08 0.21
H -0.1049 -5.0392 -1.8795 0.19 -0.04 -0.14 0.20
H 0.3536 -0.8957 2.3185 0.23 0.06 -0.18 0.44
H -2.1894 -1.9093 -3.7324 -0.11 -0.12 0.09 0.41
H -0.9631 4.9213 1.6636 -0.01 0.09 -0.04 0.21
H -2.6120 4.6657 2.2280 -0.01 0.04 -0.03 0.21
H -1.0057 1.1715 3.4319 -0.01 -0.05 0.00 0.22
H 2.3656 2.4058 4.5892 0.01 0.01 0.07 0.23
H 0.9341 -1.0412 -4.7865 0.07 -0.18 -0.09 0.25
H 0.7333 -4.8898 -3.4345 -0.01 -0.09 0.03 0.19
H -1.8768 -0.9906 2.0737 -0.01 -0.02 0.14 0.22
H 0.9281 4.8838 3.1468 0.06 0.07 0.01 0.21
H 2.1372 -4.6845 -1.2884 -0.03 0.01 0.05 0.21
H -3.8780 -0.6986 0.6762 -0.08 0.00 0.04 0.22
H 1.0684 2.6459 2.4671 -0.03 -0.01 0.00 0.22
H -2.6926 2.9939 4.3275 -0.11 -0.03 0.02 0.21
H 3.8442 -0.6944 2.0071 -0.23 -0.01 -0.01 0.23
H 1.3909 -3.0984 -1.0620 -0.02 0.00 0.11 0.21
H 1.2603 -2.7682 -5.0185 -0.04 0.02 -0.07 0.22
H -1.4453 5.3316 4.2876 -0.01 0.01 0.02 0.22
```
Forces are in eV/Å.

## Properties
E_LUMO: 0.56 eV
total charge: 0
electronic energy: -1833.7262 hartree
SMILES string: O=C(COC(=O)C[C@@H]1C[C@H]2CC[C@@H]1C2)Nc1cccc(S(=O)(=O)NC2=NCCCCC2)c1
gap between HOMO and LUMO: 9.57 eV

Q: Which value of total charge does entry 3 give?
A: 0

Q: Among the records above, which one has the highest total charge?
A: C23H31N2OS2SiW

Q: electronic energy of number 1 (C23H31N2O3SV)?
A: -2572.2959 hartree